No. 1
C3H5Br | ωB97M-V/def2-TZVPD

Its energy above the lowest of the compared OMol25 structures with the same formula, charge and spin is 52.6 kcal per mole. The value obtained for the electronic energy is -73231.3477 eV. The charge is 0. Its LUMO energy (alpha / beta) is -0.0543 / -0.0543 Eh. The value obtained for the HOMO energy (alpha / beta) is -9.2 / -9.2 eV.

Bonds (Å) are listed after each position.
Atoms and positions in Å:
1 C -0.935 1.225 0.002  C2 1.294, H5 1.084, H6 1.019
2 C -0.126 0.215 -0.003  C1 1.294, C3 1.492
3 C 0.523 -0.987 -0.603  C2 1.492, H7 1.073, H8 1.075, H9 1.069
4 Br 0.755 -0.067 2.621  no bonds
5 H -1.168 1.877 0.837  C1 1.084
6 H -1.444 1.371 -0.869  C1 1.019
7 H 0.603 -1.541 0.312  C3 1.073
8 H 0.240 -1.365 -1.568  C3 1.075
9 H 1.552 -0.728 -0.730  C3 1.069



No. 2
C3H5Br | ωB97M-V/def2-TZVPD

Its energy above the lowest of the compared OMol25 structures with the same formula, charge and spin is 167.1 kcal per mole. The value obtained for the electronic energy is -73226.3806 eV. The charge is 0. Its LUMO energy (alpha / beta) is -0.0414 / -0.0412 Eh. The value obtained for the HOMO energy (alpha / beta) is -7.8 / -7.8 eV.

Bonds (Å) are listed after each position.
Atoms and positions in Å:
1 C 0.052 -0.694 -0.161  C3 1.434, H5 1.075
2 C -1.755 1.027 -0.661  Br4 1.841, H6 1.075
3 C 1.375 -0.195 0.077  C1 1.434, H7 1.003, H8 1.077, H9 1.161
4 Br -3.288 0.102 -0.234  C2 1.841
5 H -0.086 -1.673 0.260  C1 1.075
6 H -1.255 1.460 0.187  C2 1.075
7 H 1.878 0.116 -0.732  C3 1.003
8 H 1.965 -0.922 0.611  C3 1.077
9 H 1.114 0.779 0.653  C3 1.161